ORCA calculation (the ωB97M-V functional and the def2-TZVPD basis) on a molecular structure, C26H48BBrCaCl2KN2O10S at a distorted geometry.

Results
Net charge = +1
E_HOMO = -5.876 eV

Last column: Mulliken charge in e.
CARTESIAN COORDINATES (ANGSTROEM)
C: 1.822 2.393 2.369  -0.65
B: 2.629 2.713 0.997  0.11
O: 3.417 3.922 0.939  -0.46
N: 2.576 1.821 -0.239  -0.58
C: 2.972 0.448 0.208  2.22
O: 4.210 0.490 0.965  -0.73
C: 3.149 -0.600 -1.015  -0.91
O: 2.213 -1.700 -0.993  -0.12
C: 2.465 -2.633 0.080  -0.28
C: 1.013 -3.307 0.438  -0.95
C: -0.040 -2.084 0.463  0.95
C: -0.146 -1.314 1.835  -0.51
C: -1.203 -0.047 1.943  -0.03
C: -2.031 0.383 0.681  0.28
C: -3.034 1.653 0.775  -1.16
C: -1.917 -0.376 -0.667  -0.72
C: -0.910 -1.638 -0.731  -0.57
H: 0.718 2.012 2.186  0.31
H: 1.693 3.403 2.921  0.12
H: 2.404 1.702 3.113  0.25
H: 4.343 3.643 0.733  0.33
H: 1.551 1.743 -0.423  0.40
H: 2.132 0.002 0.879  -0.95
H: 4.708 -0.353 0.858  0.39
H: 4.246 -0.942 -1.160  0.22
H: 2.907 0.008 -1.971  0.06
H: 3.183 -3.491 -0.206  0.38
H: 2.886 -2.170 1.038  0.13
H: 0.811 -4.029 -0.444  0.30
H: 1.033 -3.867 1.441  0.34
H: 0.479 -1.618 2.793  -0.25
H: -1.282 0.468 2.982  0.19
H: -3.501 1.717 1.816  0.33
H: -2.375 2.573 0.529  0.32
H: -3.814 1.553 -0.064  0.32
H: -2.522 -0.049 -1.574  0.20
H: -0.804 -2.235 -1.707  0.21
C: 5.420 0.650 -4.332  -0.14
Cl: 4.923 -1.009 -3.967  -0.18
Cl: 6.020 1.469 -2.884  -0.16
H: 6.210 0.627 -5.079  0.26
H: 4.563 1.199 -4.719  0.25
Ca: 0.665 0.129 3.314  0.74
C: -4.116 -2.287 2.966  -0.63
O: -4.728 -1.154 2.367  -0.56
H: -4.894 -2.942 3.360  0.31
H: -3.534 -2.827 2.216  0.30
H: -3.467 -1.963 3.784  0.25
H: -4.016 -0.594 2.027  0.28
O: 4.334 6.547 2.882  -0.63
H: 4.130 5.824 2.273  0.35
H: 4.936 6.150 3.524  0.31
C: 0.339 3.620 6.252  0.11
C: 0.751 4.885 6.658  -0.52
C: 0.685 5.240 8.002  -0.37
C: 0.216 4.325 8.941  -0.45
C: -0.192 3.059 8.535  -0.42
C: -0.135 2.707 7.190  -0.35
H: 0.387 3.345 5.203  0.23
H: 1.122 5.596 5.927  0.40
H: 1.000 6.228 8.318  0.37
H: 0.170 4.600 9.989  0.36
H: -0.556 2.346 9.267  0.36
H: -0.459 1.721 6.873  0.28
C: 6.715 2.355 -7.803  0.87
O: 6.151 1.958 -6.764  -0.64
O: 6.552 3.675 -7.998  -0.45
O: 7.393 1.727 -8.671  -0.50
H: 6.022 3.772 -7.182  0.35
C: -2.625 -1.064 -4.558  0.23
O: -3.634 -0.757 -3.966  -0.58
N: -2.469 -2.190 -5.325  0.21
C: -1.229 -2.489 -6.004  -1.64
C: -3.585 -3.110 -5.459  -1.05
H: -1.719 -0.435 -4.523  0.27
H: -1.420 -2.551 -7.076  0.67
H: -0.850 -3.450 -5.644  0.43
H: -0.480 -1.714 -5.815  0.41
H: -4.436 -2.580 -5.895  0.32
H: -3.870 -3.474 -4.469  0.32
H: -3.313 -3.954 -6.095  0.43
C: -6.535 -4.707 -1.260  -1.04
S: -5.577 -3.806 -0.022  0.67
O: -4.728 -4.803 0.699  -0.64
C: -6.977 -3.411 1.046  -0.88
H: -5.850 -5.084 -2.020  0.31
H: -7.055 -5.545 -0.792  0.33
H: -7.255 -4.031 -1.726  0.35
H: -7.469 -4.331 1.369  0.33
H: -7.682 -2.778 0.503  0.35
H: -6.606 -2.873 1.917  0.20
Br: 7.595 -0.369 -8.771  0.13
K: -0.786 -1.591 -8.360  1.01